1.
ORCA calculation (the ωB97M-V functional and the def2-TZVPD basis) on C49H101InN5O9 as an isolated structure.

Calculated values
charge = +1
gap between HOMO and LUMO = 0.97 eV

Last column: Mulliken charge in e.
Element x y z (Å)
1 C -7.3382 -3.5053 5.3590  -1.725
2 H -12.2413 -2.4968 -7.9144  0.409
3 H 5.1175 5.4547 4.0991  0.449
4 H 6.2903 9.4768 8.3525  0.372
5 C -4.6268 -4.9438 4.6689  -0.725
6 C -8.7433 -0.1846 -5.2340  -1.647
7 C 1.6134 6.8080 -6.8381  -0.806
8 C 1.7661 4.2805 -7.1743  1.088
9 N 6.0675 7.1711 5.8220  0.241
10 H 10.1817 -4.3813 2.1042  0.428
11 H 9.0689 -6.5545 1.5189  0.389
12 H 2.6491 7.7728 -5.3542  0.410
13 C 7.9632 8.6830 6.1467  -1.743
14 H -8.2170 -3.6389 5.9898  0.417
15 H 8.2751 6.4546 7.3538  0.409
16 H 7.5441 -2.7041 3.5871  0.479
17 H 3.1756 3.5228 -8.7701  0.407
18 H 8.3434 -8.2062 4.3751  0.448
19 H -6.7467 -4.8743 8.8601  0.340
20 H 2.4131 5.8711 -8.5517  0.484
21 C 2.1881 3.3352 -8.3485  -1.825
22 N 2.8236 4.3931 -6.1057  0.356
23 H 1.3762 7.6999 -7.4182  0.398
24 H -1.9137 -4.2230 -6.7950  0.231
25 H -4.2944 -2.7670 4.7479  0.469
26 C -11.7826 0.9941 -7.9376  -1.254
27 H 0.0213 3.2243 -7.4572  0.447
28 H 5.2065 4.0402 4.8147  0.400
29 H 1.4294 3.3610 -9.1307  0.436
30 C 9.3600 -4.1768 2.7905  -1.743
31 H -11.0798 3.1426 -7.7146  0.375
32 H -12.9652 -1.2257 -6.8441  0.433
33 C -5.7963 -6.1997 6.5786  1.568
34 H 6.0553 -8.4638 3.5776  0.391
35 H 3.7368 7.1458 -6.6153  0.364
36 H 7.9836 7.5855 8.7065  0.485
37 H -5.6043 -2.6211 8.2574  0.369
38 H 0.7528 6.5813 -6.2087  0.286
39 H -9.9129 -2.3280 -6.4298  0.397
40 O 8.3148 -6.3296 0.9690  -0.432
41 H 5.0275 6.4598 -4.4069  0.350
42 C -6.9491 -6.8947 5.7409  -1.586
43 H -4.7445 -7.8445 7.6507  0.365
44 H -4.1800 -6.9701 5.3800  0.522
45 H -0.5334 -0.4193 -0.5880  0.298
46 H -7.2613 -3.9718 4.3769  0.295
47 H -7.9561 -7.0328 6.1347  0.408
48 H -12.3661 1.1553 -7.0312  0.405
49 C -11.2625 -0.4916 -8.0245  1.094
50 C 0.5014 -0.6845 -0.3711  -0.811
51 H -11.5392 -0.5510 -10.3274  0.414
52 H 5.4896 9.5483 6.7589  0.471
53 H 6.8702 -3.3662 0.4217  0.392
54 O 3.2604 3.1931 -5.6339  -0.416
55 H -2.1800 -3.8142 -8.6068  0.281
56 H -6.9965 -2.0128 7.4667  0.412
57 H 2.4727 6.3964 -3.3682  0.445
58 H 6.1420 -3.8999 5.1650  0.383
59 C 7.0837 -3.6506 3.3039  -1.181
60 H -10.4227 -1.8250 -9.6291  0.401
61 H 0.5790 3.1734 -5.7275  0.210
62 H 2.1242 2.2856 -8.0616  0.397
63 C 6.3692 -5.8891 4.1224  -1.364
64 C 5.7480 4.9853 4.8542  -1.937
65 H -10.0941 2.1131 -5.8993  0.410
66 C -5.4393 -7.0334 7.8684  -1.846
67 C -5.9927 -2.3874 7.2661  -1.694
68 O -9.5095 -1.9604 -7.2196  -0.442
69 C 1.6247 5.6413 -7.8350  -1.291
70 H -12.4718 1.0740 -8.7782  0.501
71 C -1.3914 -5.7101 -8.2041  0.671
72 H -8.5316 -1.2337 -5.0275  0.369
73 C 5.8056 8.8926 7.5703  -1.697
74 C 7.5235 7.0419 7.8813  -1.186
75 H -7.5751 -2.4562 5.1820  0.490
76 H 9.3419 -7.3357 3.3264  0.315
77 H 4.7808 4.7203 -4.2882  0.417
78 C -10.7999 -0.8041 -9.5675  -1.478
79 H -10.0687 2.2478 -8.8666  0.358
80 C -1.5562 -4.2465 -7.8245  -0.671
81 O 1.6418 -2.7260 -0.4482  -0.505
82 H 1.1199 0.2125 -0.3418  0.242
83 C 6.5495 5.9241 8.5067  -0.759
84 C -6.0246 -3.5581 6.2473  1.508
85 C 7.8270 -3.4974 0.9270  -1.853
86 C 1.2279 -1.7527 -1.1076  0.745
87 H 8.7222 -6.5653 4.8715  0.348
88 H 7.7295 -4.5930 5.1043  0.289
89 C 6.5121 -7.9326 2.7425  -2.033
90 H -7.2643 -6.4486 4.7976  0.306
91 H 2.4445 2.9128 -5.2129  0.398
92 H 8.4544 9.2663 6.9256  0.391
93 O -7.1489 -4.9993 7.9974  -0.467
94 H -3.7931 -5.0102 3.9698  0.361
95 H -5.4436 -5.1930 3.9915  0.337
96 H 4.4930 8.2139 5.1498  0.323
97 H -5.1392 -6.4494 8.7384  0.336
98 C 8.5029 -7.1925 4.0075  -1.546
99 H -6.3808 -7.3390 8.3247  0.448
100 H -5.5513 -1.5022 6.8084  0.386
101 H 6.7759 4.8912 4.5040  0.415
102 H 5.6836 6.3093 9.0452  0.359
103 H 0.8038 5.6882 -8.5506  0.459
104 H 5.2252 5.4019 -5.7660  0.465
105 C 2.2294 5.5695 -4.0354  -1.724
106 C 0.4482 3.7810 -6.6229  -1.230
107 H 5.5782 4.1239 7.4217  0.472
108 N 7.5471 -5.7224 1.9637  -0.043
109 H 5.8298 -7.8082 1.9016  0.429
110 C 3.1228 5.6021 -5.2533  1.502
111 C -9.6861 1.8108 -6.8638  -1.160
112 H 3.3336 6.4272 5.6196  0.446
113 C 7.9598 -4.2738 2.2187  1.766
114 H 7.5433 9.3870 5.4283  0.402
115 H -7.8634 0.3190 -4.8335  0.406
116 H 2.4204 4.6060 -3.5628  0.402
117 H 8.6482 -3.8482 0.3019  0.368
118 C -9.1300 0.2897 -6.6955  1.342
119 H -3.8099 -3.5959 6.0276  0.432
120 H 3.7095 6.4567 7.2642  0.316
121 H 5.0001 8.3546 8.0702  0.296
122 H 5.3172 -5.8090 3.8488  0.453
123 H -8.2922 0.5767 -8.6967  0.351
124 O -2.1895 -6.3200 -8.9590  -0.518
125 H 6.1733 -3.4500 2.7389  0.383
126 O 5.3237 7.9236 4.7659  -0.449
127 H 9.5569 -4.7557 3.6928  0.317
128 H -3.7015 -5.6842 6.4774  0.390
129 N -10.1247 -0.7308 -7.1141  0.376
130 H 7.0911 5.2786 9.1981  0.392
131 H 9.5062 -3.1371 3.0833  0.423
132 H -13.2571 -1.2320 -8.5464  0.381
133 C 3.9342 5.8951 6.3574  -1.698
134 C -4.6791 -3.5749 5.3703  -1.240
135 H 7.8740 -2.4329 1.1567  0.382
136 N -6.0108 -4.8046 7.1017  0.050
137 C 4.5854 5.5972 -4.9055  -1.934
138 C 6.2475 4.9659 7.2450  -1.190
139 H 7.0821 4.4206 6.8042  0.457
140 C 2.8847 6.9103 -5.9776  -0.918
141 H 8.6555 7.9359 5.7585  0.393
142 C -7.9502 0.3327 -7.6909  -1.689
143 H -0.6345 -3.7061 -8.0402  0.281
144 O 1.3844 -1.7618 -2.3646  -0.521
145 H 6.3953 -6.4136 5.0776  0.437
146 H -9.3870 0.0475 -4.3856  0.395
147 H 1.1781 5.6239 -4.3182  0.339
148 H 7.2221 -8.6373 2.3096  0.433
149 H 0.4456 -1.0140 0.6664  0.293
150 C -12.4900 -1.4416 -7.8010  -1.745
151 C 6.7917 7.9350 6.8669  1.428
152 H -7.2841 1.1274 -7.3551  0.435
153 H -7.3291 -0.5453 -7.5137  0.380
154 H -8.9204 2.5624 -7.0560  0.348
155 C 6.8205 -4.4565 4.5184  -0.693
156 H -0.0881 4.6891 -6.3478  0.333
157 C -4.4995 -6.0242 5.8173  -1.332
158 O -0.3989 -6.2052 -7.6386  -0.462
159 H -6.6649 -7.9193 5.5010  0.406
160 C 7.2844 -6.6872 3.1263  1.636
161 H 3.5463 4.8765 6.3547  0.436
162 H -9.9243 -0.2673 -9.9326  0.326
163 In 4.4170 -6.8710 -3.9137  0.999
164 C -10.6411 2.1711 -7.9422  -0.691
165 C 5.5237 5.8559 6.0589  1.307

***

2.
ORCA calculation (the ωB97M-V functional and the def2-TZVPD basis) on C49H101InN5O9 as an isolated structure.

Calculated values
charge = +1
gap between HOMO and LUMO = 1.85 eV

Last column: Mulliken charge in e.
Element x y z (Å)
1 H -16.9812 10.0627 -17.0824  0.597
2 H -16.4056 4.3514 -20.6928  0.036
3 C -12.9584 2.8259 -21.3217  -1.719
4 H -14.5113 7.2842 -20.9342  -0.591
5 H -19.4243 -2.5079 -17.4711  0.407
6 H -16.7879 6.5717 -19.4215  -0.600
7 H -10.2573 10.5310 -21.7602  0.398
8 H -14.5679 8.0797 -24.5847  0.408
9 H -20.7345 -3.1023 -20.5885  0.432
10 H -17.7753 9.6100 -20.8427  0.529
11 O -16.9006 2.0552 -21.9901  -0.773
12 N -17.7012 5.0511 -26.9720  1.020
13 H -14.6545 3.5812 -27.3925  0.278
14 H -10.2696 2.4809 -21.8988  0.381
15 H -18.7658 2.8186 -18.1108  0.446
16 H -15.6343 6.7247 -16.7912  0.520
17 C -20.1910 -2.1626 -20.6755  -1.924
18 H -18.6455 6.8038 -15.6020  0.482
19 H -11.4944 3.8215 -24.2444  0.383
20 H -19.8666 10.1399 -19.0269  0.389
21 C -14.3411 7.2082 -22.0107  -0.311
22 C -18.6844 2.0925 -18.9227  -2.053
23 H -16.4938 7.7841 -15.8208  0.321
24 C -17.1236 3.2174 -22.4003  0.393
25 H -15.4978 9.6780 -22.5624  0.348
26 H -15.2830 4.3037 -28.8243  0.383
27 H -15.3842 4.4283 -22.1477  -1.165
28 C -21.3316 -1.3030 -18.6823  -1.295
29 C -17.6347 6.9269 -17.5088  2.600
30 H -16.9329 5.2908 -22.1406  0.311
31 H -9.9438 10.0333 -20.0869  0.387
32 H -13.4588 1.9434 -20.9020  0.481
33 C -15.6421 6.3778 -27.2278  -1.387
34 H -14.6175 9.7048 -20.2230  -0.757
35 C -16.1656 6.9774 -28.5151  -0.894
36 H -18.0464 7.7686 -27.7542  0.364
37 H -15.6968 7.9542 -28.6414  0.472
38 H -14.0078 10.4031 -23.1739  0.499
39 C -17.5428 8.7622 -20.1961  -0.335
40 C -17.2734 5.9682 -18.6508  -0.551
41 C -13.6147 -0.1273 -25.0495  -1.987
42 C -18.8449 10.3253 -18.6761  -1.949
43 C -15.6017 8.5715 -17.7288  0.752
44 H -17.9064 5.2292 -16.0975  0.344
45 H -12.2453 3.1939 -20.5865  0.469
46 H -20.4841 4.3620 -19.0662  -0.083
47 H -18.1565 5.5411 -19.1286  -0.175
48 H -14.7077 4.6781 -25.3705  0.157
49 C -18.3444 5.6720 -28.1517  1.766
50 O -18.0862 -0.3217 -20.2372  -0.266
51 H -19.2656 -2.3284 -21.2295  0.391
52 C -20.4461 4.7250 -21.2164  0.951
53 C -10.3300 1.1984 -23.6343  -0.623
54 H -18.6483 5.3003 -30.2467  0.466
55 C -17.6909 7.0245 -28.4718  -1.374
56 H -13.8052 3.5152 -21.3488  -0.055
57 C -10.9844 1.8298 -22.4050  -1.644
58 C -12.0816 8.4078 -19.6864  -1.504
59 C -21.1165 4.7314 -19.8706  -0.896
60 H -17.1707 0.0587 -17.6116  0.317
61 H -13.0819 7.2291 -24.2912  0.493
62 H -15.9907 6.9620 -26.3660  0.302
63 H -13.0095 8.9463 -24.6910  0.506
64 H -11.6211 1.8811 -26.3832  0.165
65 H -14.6660 0.1248 -25.1902  0.348
66 C -10.4097 9.7398 -21.0306  -1.964
67 H -9.9488 2.0248 -24.2435  0.335
68 H -20.7981 -1.5547 -21.3542  0.427
69 O -14.4619 2.2316 -23.6560  0.250
70 H -19.2079 2.4926 -19.7904  0.280
71 H -14.9862 1.7391 -22.9889  0.196
72 C -14.4201 9.7501 -22.4022  -1.416
73 H -19.3305 5.7976 -16.9001  0.273
74 H -13.3321 1.7060 -26.6259  0.491
75 H -11.4842 4.6443 -22.6562  0.661
76 O -19.7468 5.7042 -21.5900  -0.656
77 H -17.6372 2.0435 -19.2311  0.379
78 H -18.5182 11.2635 -19.1221  0.402
79 H -18.0543 1.0475 -16.5537  0.433
80 C -18.2879 4.7337 -29.3877  -1.694
81 N -19.2777 -0.1770 -19.5579  0.183
82 H -16.2501 10.4655 -18.6585  0.384
83 H -19.2097 -3.5230 -18.7384  0.474
84 H -20.0346 6.7215 -27.1626  0.293
85 O -11.3876 7.5874 -22.5298  -0.371
86 H -12.2937 11.3255 -21.3766  0.295
87 H -9.8469 8.8316 -21.2621  0.425
88 H -20.8799 -0.8733 -16.5921  0.346
89 C -19.0907 -2.4599 -18.5150  -1.537
90 H -22.0534 -0.9451 -19.4129  0.425
91 H -22.3790 -0.1604 -17.2537  0.421
92 H -15.2141 8.1247 -18.6459  -0.650
93 H -11.8093 8.9226 -18.7662  0.442
94 C -18.2012 0.2557 -17.2875  -1.675
95 C -19.1434 0.7186 -18.4096  1.863
96 C -12.6842 1.0461 -24.6731  1.787
97 H -12.6945 10.9696 -19.7067  0.510
98 C -12.0142 3.9381 -23.2943  -1.426
99 H -12.9862 4.4147 -23.4663  -0.312
100 O -19.6683 7.5520 -18.5875  -0.475
101 C -19.8158 6.0019 -27.9573  -2.139
102 H -9.5071 0.5389 -23.3596  0.456
103 H -13.0712 7.9568 -19.6427  0.178
104 C -16.3727 7.5363 -16.8749  -2.138
105 H -22.1355 4.3515 -19.8256  0.487
106 O -18.3339 3.8348 -26.6384  -0.310
107 C -13.5778 8.1947 -24.1431  -2.696
108 C -20.5490 0.9215 -17.7730  -1.115
109 In -19.5551 5.5300 -24.4730  1.156
110 H -16.5607 5.1972 -18.3606  0.738
111 O -18.0854 3.4860 -23.1526  -0.557
112 H -20.3420 1.4133 -16.8187  0.449
113 O -20.6347 3.7710 -22.0058  -0.515
114 H -18.0577 7.3683 -29.4399  0.476
115 H -20.3884 5.0896 -27.7483  0.423
116 H -17.4721 -0.7795 -19.6314  0.361
117 H -14.5547 6.3396 -27.1796  0.510
118 H -13.7191 -0.7136 -24.1215  0.529
119 H -11.6422 -0.3812 -23.5739  0.431
120 C -13.6277 8.4146 -22.6311  2.489
121 H -21.1460 1.6026 -18.3799  0.387
122 H -11.0028 -0.1501 -25.2400  0.445
123 H -15.8427 6.3626 -29.3592  0.307
124 H -17.9523 3.1801 -27.2535  0.355
125 H -20.3282 6.4059 -28.8312  0.466
126 H -11.4544 7.5104 -19.7664  0.347
127 C -11.8662 9.3114 -20.9063  1.388
128 C -12.3129 2.5490 -22.6599  2.145
129 H -18.5326 -0.6763 -16.8423  0.411
130 C -15.7922 4.6805 -25.4708  -2.114
131 H -16.4749 8.5798 -20.2936  -0.300
132 C -11.3538 0.3487 -24.3386  -1.345
133 H -19.1113 10.5315 -17.6319  0.460
134 H -13.8672 6.2545 -22.2403  -0.489
135 H -14.7316 11.2716 -20.8185  0.606
136 H -16.1336 3.0037 -27.9024  0.310
137 H -19.3894 7.1171 -19.4130  0.143
138 C -21.3232 -0.3493 -17.4380  -0.877
139 H -18.0245 -2.2407 -18.5436  0.117
140 C -12.7379 10.5707 -20.7215  -1.599
141 H -21.2866 5.7874 -19.6208  0.339
142 N -12.2595 8.6448 -22.1530  0.355
143 C -16.2407 5.0075 -26.9043  1.689
144 H -14.7645 9.0016 -17.1778  0.666
145 H -18.9958 3.9167 -29.2395  0.446
146 H -12.8523 3.0161 -25.6633  0.219
147 C -14.2101 10.3309 -21.0221  0.887
148 H -16.1827 3.7339 -25.0957  0.473
149 N -13.1903 1.6799 -23.4611  0.101
150 H -11.1782 1.0553 -21.6512  0.431
151 C -16.4107 4.4032 -21.7796  1.357
152 C -16.5989 9.6500 -18.0195  -1.732
153 H -21.6442 -2.2615 -18.2658  0.387
154 H -11.0974 7.9020 -23.3945  0.340
155 C -17.8888 9.1381 -18.7263  1.652
156 C -19.9497 -1.4941 -19.3193  1.680
157 H -18.1619 7.9181 -20.4909  -0.238
158 C -18.4063 6.1393 -16.4301  -2.068
159 H -17.2948 4.3623 -29.6155  0.270
160 H -15.3694 7.2070 -22.3892  0.468
161 C -12.5825 1.9827 -25.8794  -1.533
162 N -18.4969 8.0329 -17.9571  -0.019
163 H -16.1647 5.4139 -24.7447  0.023
164 H -13.1676 -0.8507 -25.7246  0.412
165 C -15.5828 3.9490 -27.8414  -1.558

***

Which of them is the most stable, and which is the least stable? 2 and 1, in that order.

***

1.
ORCA calculation (the ωB97M-V functional and the def2-TZVPD basis) on a 2-piece molecular cluster, C3H3OP overall.

Calculated values
gap between HOMO and LUMO = 8.28 eV

Last column: Mulliken charge in e.
Element x y z (Å)
1 C -0.7789 0.0269 0.1397  -0.501
2 H -2.8732 -0.2426 1.3688  0.036
3 P -2.6175 -0.3632 0.0217  -0.048
4 C 0.4014 -0.0782 -0.1654  0.067
5 C 2.7145 -0.1490 -0.4081  0.307
6 H 2.8719 -0.1024 -1.4731  0.338
7 H -3.1047 0.9212 -0.0183  0.033
8 O 3.3864 -0.0125 0.5348  -0.232

***

2.
ORCA calculation (the ωB97M-V functional and the def2-TZVPD basis) on C3H3OP as an isolated structure.

Calculated values
gap between HOMO and LUMO = 9.37 eV

Last column: Mulliken charge in e.
Element x y z (Å)
1 O 2.8214 -0.0106 -0.0275  -0.472
2 H 3.4349 0.4418 -0.4992  0.309
3 H 0.2344 -1.5343 0.4351  0.344
4 H -3.7553 0.6328 -0.3109  0.358
5 C 0.2973 -0.5072 0.0070  -0.105
6 C -1.5790 0.1703 -0.0579  -0.532
7 P 1.3547 0.7561 0.0534  0.131
8 C -2.7569 0.5402 0.0155  -0.033

***

3.
ORCA calculation (the ωB97M-V functional and the def2-TZVPD basis) on the molecule C3H3OP.

Calculated values
gap between HOMO and LUMO = 8.34 eV

Last column: Mulliken charge in e.
Element x y z (Å)
1 C 1.1715 1.1267 -0.0037  -0.069
2 C 1.0220 -0.2287 -0.0193  -0.320
3 H -2.4814 -1.1092 0.8013  0.314
4 O -2.3011 -0.7575 -0.0950  -0.498
5 P -1.8078 0.8106 0.0045  -0.265
6 C -0.1790 0.5858 0.0368  0.199
7 H 1.7748 2.0421 -0.1137  0.335
8 H 1.3780 -1.2136 0.3262  0.304

***

Which of them is the most stable, and which is the least stable? 3 and 1, in that order.